[1]
C21H22CuN6OS | ωB97M-V/def2-TZVPD

Structure (ORCA input):
```
! wB97M-V def2-TZVPD RIJCOSX def2/J DEFGRID3
* xyz 0 2
Cu 0.56 0.03 -0.29
O -0.89 1.23 -0.69
N -2.13 0.97 -0.24
C -2.77 -0.10 -0.77
C -4.03 -0.44 -0.39
C -4.66 0.36 0.57
C -4.01 1.44 1.09
C -2.69 1.81 0.69
S -1.89 3.17 1.29
H -2.19 -0.64 -1.50
H -4.50 -1.31 -0.83
H -5.66 0.12 0.91
H -4.47 2.08 1.83
C 1.21 0.28 -4.58
C 2.58 0.05 -4.65
C 3.28 -0.25 -3.49
C 2.61 -0.31 -2.28
N 1.28 -0.09 -2.23
C 0.61 0.21 -3.34
C 3.24 -0.58 -0.96
C 4.58 -0.92 -0.84
C 5.12 -1.13 0.42
C 4.32 -0.99 1.55
C 2.97 -0.66 1.41
C 2.41 -0.44 0.16
H 0.63 0.53 -5.45
H 3.10 0.11 -5.59
H 4.35 -0.41 -3.52
H -0.45 0.41 -3.21
H 5.22 -1.04 -1.71
H 6.16 -1.40 0.53
H 4.74 -1.15 2.53
H 2.36 -0.58 2.30
C 0.09 -1.44 6.24
C -0.27 0.01 5.92
C 0.96 0.82 5.54
C -1.35 0.12 4.85
N -0.90 -0.37 3.54
C -0.45 0.33 2.51
N -0.26 -0.51 1.52
N -0.61 -1.74 1.96
N -1.01 -1.66 3.17
H 0.78 -1.48 7.07
H 0.56 -1.92 5.38
H -0.80 -2.02 6.50
H -0.72 0.46 6.81
H 1.46 0.40 4.66
H 1.69 0.83 6.35
H 0.71 1.86 5.31
H -1.65 1.16 4.68
H -2.24 -0.45 5.10
H -0.31 1.40 2.46
*
```

Summary:
HOMO energy (alpha / beta)   -7.170 / -7.166 eV
HOMO-LUMO gap (alpha / beta)   7.29 / 7.06 eV
<S²>   0.754

Results of the Mulliken charge analysis, in e, for atoms 1 through 8: -0.999 -0.676 0.460 0.160 -1.006 -0.027 -0.936 0.199

[2]
C2H7N | ωB97M-V/def2-TZVPD

Structure (ORCA input):
```
! wB97M-V def2-TZVPD RIJCOSX def2/J DEFGRID3
* xyz 0 1
C 1.12 0.28 0.16
C -1.14 -0.42 -0.38
H 1.37 -0.13 1.12
H 1.95 0.81 0.11
H 1.20 -0.59 -0.98
H -0.46 1.01 1.14
H -0.95 -1.33 0.33
H -2.23 0.39 -0.31
H -0.69 -0.69 -1.21
N -0.17 0.68 0.03
*
```

Summary:
HOMO energy   -8.798 eV
ΔE to the lowest compared entry with this formula, charge and spin   437.8 kJ/mol
HOMO-LUMO gap   9.88 eV

Results of the Mulliken charge analysis, in e, for atoms 1 through 8: -0.739 -0.760 0.280 0.335 0.115 0.261 0.255 0.302

[3]
C4H4O | ωB97M-V/def2-TZVPD

Structure (ORCA input):
```
! wB97M-V def2-TZVPD RIJCOSX def2/J DEFGRID3
* xyz 0 1
C -1.19 0.73 -0.60
C -2.13 0.34 -1.36
C -0.08 0.28 0.22
C 1.13 -0.48 -0.05
O -0.30 1.58 0.08
H -1.36 -0.76 2.21
H 1.91 0.11 0.42
H 1.13 -0.35 -1.13
H 0.88 -1.44 0.21
*
```

Summary:
HOMO energy (alpha / beta)   -8.847 / -10.229 eV
ΔE to the lowest compared entry with this formula, charge and spin   956.4 kJ/mol
HOMO-LUMO gap (alpha / beta)   7.66 / 9.07 eV

Results of the Mulliken charge analysis, in e, for atoms 1 through 8: 0.457 -0.393 0.122 -0.761 -0.348 0.033 0.306 0.289

[4]
C3H4N2O3 | ωB97M-V/def2-TZVPD

Structure (ORCA input):
```
! wB97M-V def2-TZVPD RIJCOSX def2/J DEFGRID3
* xyz 0 1
O 2.04 -1.23 -0.85
C 1.06 -0.85 -0.31
C 0.04 -1.47 0.52
C -1.02 -0.64 0.59
N -0.60 0.67 0.19
O -1.67 1.21 -0.57
N 0.53 0.40 -0.59
O 1.39 1.46 -0.71
H 0.03 -2.40 1.21
H -2.09 -0.86 1.02
H -1.53 2.14 -0.67
H 1.82 1.58 0.18
*
```

Summary:
HOMO energy   -9.527 eV
ΔE to the lowest compared entry with this formula, charge and spin   526.5 kJ/mol
HOMO-LUMO gap   9.60 eV
SMILES   O=c1ccn(O)n1O

Results of the Mulliken charge analysis, in e, for atoms 1 through 8: -0.549 0.475 -0.477 -0.144 -0.050 -0.447 0.298 -0.400

[5]
C5H12O2 | ωB97M-V/def2-TZVPD

Structure (ORCA input):
```
! wB97M-V def2-TZVPD RIJCOSX def2/J DEFGRID3
* xyz 0 1
C -0.55 2.46 0.24
C 0.23 1.49 -0.65
C 0.41 0.18 0.05
O -1.38 -0.20 0.43
C 1.00 -1.08 -0.53
C 0.39 -2.33 0.40
O -0.92 -2.59 0.12
H -0.63 3.44 -0.22
H -1.55 2.07 0.45
H -0.04 2.57 1.20
H 1.21 1.93 -0.88
H -0.26 1.32 -1.62
H 0.83 0.32 1.06
H -1.94 -0.07 -0.36
H 2.06 -1.23 -0.31
H 0.81 -1.17 -1.61
H 0.52 -1.95 1.43
H 1.08 -3.18 0.25
H -1.36 -1.62 0.35
*
```

Summary:
HOMO energy   -9.070 eV
ΔE to the lowest compared entry with this formula, charge and spin   259.9 kJ/mol
HOMO-LUMO gap   9.79 eV

Results of the Mulliken charge analysis, in e, for atoms 1 through 8: -1.051 -0.455 0.180 -0.748 -0.655 -0.471 -0.658 0.360

[6]
C4H12S | ωB97M-V/def2-TZVPD

Structure (ORCA input):
```
! wB97M-V def2-TZVPD RIJCOSX def2/J DEFGRID3
* xyz 0 1
C -1.91 1.75 3.33
C -1.66 1.50 1.84
S -0.12 0.49 1.36
H -2.93 2.06 3.49
H -1.74 0.73 3.73
H -1.11 2.36 3.73
H -1.65 2.32 1.09
H -2.45 0.79 1.57
H 0.63 0.71 2.47
C 1.06 -1.32 -3.30
C 2.20 -1.88 -2.29
H 1.34 -0.32 -3.66
H 1.16 -1.90 -4.26
H 0.06 -1.57 -2.96
H 3.07 -1.35 -2.65
H 2.18 -2.96 -2.15
H 1.86 -1.40 -1.34
*
```

Summary:
HOMO energy   -9.033 eV
ΔE to the lowest compared entry with this formula, charge and spin   88.7 kJ/mol
HOMO-LUMO gap   10.08 eV
SMILES   CCS.CC

Results of the Mulliken charge analysis, in e, for atoms 1 through 8: -0.954 -0.437 -0.238 0.323 0.293 0.282 0.354 0.271

no.,F_max (eV/A)
1,0.48
2,7.83
3,3.47
4,4.03
5,2.34
6,3.86